Record 1
46
Properties=species:S:1:pos:R:3:mulliken_charge:R:1 method="wB97M-V/def2-TZVPD" orbital_gap_ev="5.977 / 7.062" spin_multiplicity=8 s2=16.096 total_charge=+2 homo_energy_ev="-15.108 / -15.160"
C 0.883 -1.731 -1.848 0.045
H 0.726 -2.688 -2.339 0.672
H 0.469 -0.942 -2.513 -0.204
H -0.057 -1.957 -0.728 0.149
C 2.370 -1.546 -1.511 -0.452
H 2.638 -0.476 -1.351 0.418
H 2.616 -2.076 -0.573 0.417
C 3.267 -2.097 -2.639 -1.403
H 4.321 -1.932 -2.406 0.399
H 3.101 -3.171 -2.762 0.410
H 3.037 -1.600 -3.585 0.366
C -0.772 1.790 0.467 0.569
C 0.425 2.198 -0.201 0.607
C 0.337 1.764 -1.568 0.889
C -0.921 1.087 -1.734 0.227
C -1.597 1.094 -0.470 0.456
C -2.994 0.650 -0.221 -1.849
C -1.518 0.667 -3.031 -1.256
C 1.303 2.059 -2.660 -1.286
C 1.541 2.962 0.418 -1.564
C -1.134 2.090 1.880 -1.537
Gd 0.531 -0.343 -0.189 0.356
H -2.446 0.107 -2.869 0.385
H -1.762 1.545 -3.650 0.363
H -0.843 0.034 -3.621 0.287
H -3.334 -0.049 -0.994 0.434
H -3.088 0.151 0.753 0.371
H -3.689 1.507 -0.220 0.346
H -0.256 2.068 2.542 0.371
H -1.583 3.094 1.973 0.351
H -1.873 1.374 2.267 0.370
H 2.474 2.841 -0.147 0.383
H 1.317 4.040 0.461 0.364
H 1.729 2.630 1.450 0.345
H 1.505 1.174 -3.282 0.284
H 0.913 2.842 -3.331 0.340
H 2.261 2.413 -2.258 0.356
C -0.331 -2.751 3.715 -1.422
C -0.345 -2.583 2.208 -0.126
O -0.181 -1.172 1.849 -0.333
H 0.561 -2.306 4.167 0.373
H -0.329 -3.816 3.954 0.389
H -1.224 -2.312 4.173 0.414
H 0.473 -3.102 1.704 0.345
H -1.281 -2.904 1.745 0.325
H -0.413 -0.617 2.612 0.255

Record 2
62
Properties=species:S:1:pos:R:3:mulliken_charge:R:1 method="wB97M-V/def2-TZVPD" orbital_gap_ev=8.781 total_charge=+1 homo_energy_ev=-12.573
C -0.906 -6.089 1.111 -1.112
C -0.591 -4.520 0.874 -0.269
N -1.478 -3.763 1.820 -0.591
N -2.125 -2.688 1.195 0.353
C -1.473 -1.525 1.175 0.127
N -1.987 -0.283 0.612 -0.198
C -1.012 0.796 1.040 -0.020
C -1.071 2.188 0.244 0.040
C -2.568 2.725 0.074 0.478
C -2.839 3.890 -1.005 -1.150
N -3.577 2.281 0.775 -0.639
C 0.380 -0.036 0.985 -0.022
O 0.717 -0.605 -0.288 -0.282
C 1.841 0.052 -0.916 -0.068
C 1.784 -0.377 -2.478 -0.118
C 0.587 0.433 -3.227 -0.819
O 1.472 -1.794 -2.575 -0.538
B 1.563 0.511 1.971 0.842
C 2.012 2.075 1.825 0.189
O 2.265 -0.276 2.937 -0.600
N -0.126 -1.265 1.722 -0.400
S -3.720 -2.993 0.574 0.962
O -3.719 -4.429 0.094 -0.591
O -4.746 -2.925 1.668 -0.586
C -4.194 -1.961 -0.904 0.707
F -5.284 -2.583 -1.534 -0.169
F -4.714 -0.741 -0.394 -0.202
F -3.150 -1.656 -1.769 -0.158
H -2.024 -6.296 0.963 0.270
H -0.253 -6.717 0.419 0.356
H -0.661 -6.359 2.198 0.326
H 0.483 -4.366 1.244 0.301
H -0.669 -4.203 -0.213 0.281
H -2.209 -4.396 2.202 0.404
H -2.824 -0.069 1.189 0.406
H -1.293 0.954 2.143 0.423
H -0.602 2.098 -0.787 -0.425
H -0.482 2.966 0.853 0.454
H -2.732 3.504 -2.067 0.258
H -2.089 4.727 -0.754 0.292
H -3.874 4.322 -0.807 0.433
H -4.457 2.741 0.505 0.264
H 1.781 1.192 -0.897 -0.101
H 2.862 -0.334 -0.543 0.205
H 2.781 -0.219 -3.002 0.569
H 0.955 0.868 -4.214 0.332
H -0.306 -0.245 -3.394 0.242
H 0.341 1.313 -2.547 0.014
H 2.092 -2.196 -3.220 0.312
H 3.155 2.204 1.828 -0.357
H 1.668 2.548 0.832 -0.536
H 1.575 2.695 2.694 0.287
H 3.217 -0.019 2.923 0.324
H -0.143 -1.156 2.746 0.364
Br 5.728 2.711 1.129 -0.127
C 5.636 3.253 -0.741 -0.544
C 4.650 4.378 -0.944 -0.637
Br 2.805 3.736 -0.912 0.023
H 5.398 2.361 -1.319 0.326
H 6.647 3.582 -0.988 0.361
H 4.776 4.821 -1.934 0.355
H 4.726 5.160 -0.189 0.381

Calculated E_tot in order - -38889.2517; -193466.4650 eV
Calculated max |F| in order - 6.58; 8.95 eV Å⁻¹